Formula: C4H10O2
Source: OMol25
Level of theory: ωB97M-V/def2-TZVPD

The value obtained for the HOMO-LUMO gap is 0.397 Ha. The calculation puts the energy above the lowest of the compared OMol25 structures with the same formula, charge and spin at 27.53 kcal/mol.

Structure (ORCA input):
```
! wB97M-V def2-TZVPD RIJCOSX def2/J DEFGRID3
* xyz 0 1
O 1.450 0.222 0.178
O -1.373 -1.103 0.937
C -2.147 0.861 -0.123
C 2.509 -0.442 -0.463
C 0.218 0.025 -0.479
C -0.940 0.187 0.507
H 3.438 -0.147 0.032
H -0.632 -1.529 1.387
H 0.139 0.687 -1.358
H 0.123 -1.014 -0.825
H -2.371 0.427 -1.104
H 2.388 -1.533 -0.384
H -0.582 0.773 1.368
H -3.017 0.715 0.522
H -1.979 1.935 -0.249
H 2.576 -0.182 -1.529
*
```

Atom charges from the natural (NBO) analysis, given in e for atoms 1 to 8: -0.54, -0.72, -0.62, -0.25, -0.09, 0.07, 0.19, 0.47

=====

Formula: C5H8O2
Source: OMol25
Level of theory: ωB97M-V/def2-TZVPD

The value obtained for the HOMO-LUMO gap is 0.397 Ha. The calculation puts the energy above the lowest of the compared OMol25 structures with the same formula, charge and spin at 69.41 kcal/mol.

Structure (ORCA input):
```
! wB97M-V def2-TZVPD RIJCOSX def2/J DEFGRID3
* xyz 0 1
O 0.925 -1.075 -1.116
O 2.039 1.510 1.314
C -0.618 0.922 -0.431
C -0.506 -0.637 1.000
C -0.912 0.640 1.033
C -0.355 -1.562 -1.527
C -0.220 -0.568 -0.468
H 2.456 1.166 0.516
H 1.435 0.805 1.579
H -0.566 -2.599 -1.267
H -1.466 1.217 -1.058
H -1.317 1.274 1.815
H 0.225 1.600 -0.595
H -0.441 -1.437 1.730
H -0.677 -1.255 -2.522
*
```

Atom charges from the natural (NBO) analysis, given in e for atoms 1 to 8: -0.49, -0.94, -0.45, -0.25, -0.14, -0.10, 0.18, 0.47

=====

Formula: C4H9NO2
Source: OMol25
Level of theory: ωB97M-V/def2-TZVPD

The value obtained for the HOMO-LUMO gap is 0.366 Ha. The calculation puts the energy above the lowest of the compared OMol25 structures with the same formula, charge and spin at 70.62 kcal/mol.

Structure (ORCA input):
```
! wB97M-V def2-TZVPD RIJCOSX def2/J DEFGRID3
* xyz 0 1
O 1.408 -0.112 0.468
O -0.632 -1.269 -0.689
N -0.783 0.837 0.295
C 0.471 -0.905 -1.548
C -1.267 1.575 1.450
C -1.015 -0.424 0.253
C 1.714 -0.868 -0.667
H 2.015 -1.915 -0.438
H -2.224 1.171 1.797
H -1.410 2.625 1.179
H 0.599 0.707 0.205
H -1.632 -0.931 0.992
H 0.275 0.079 -1.986
H 0.484 -1.665 -2.336
H 2.541 -0.437 -1.254
H -0.545 1.532 2.278
*
```

Atom charges from the natural (NBO) analysis, given in e for atoms 1 to 8: -0.80, -0.48, -0.59, -0.11, -0.42, 0.52, -0.08, 0.17